No. 1
A molecular structure, C20H12INO2Pd at a distorted geometry. Source: the OMol25 dataset; level of theory: wB97M-V/def2-TZVPD.

Geometry (Å):
Pd  0.06  -0.03  -0.09
I  -0.83  2.33  -1.06
C  1.13  2.57  -1.97
C  1.36  3.69  -2.72
C  2.62  3.88  -3.30
C  3.61  2.96  -3.09
C  3.39  1.81  -2.31
C  4.41  0.86  -2.08
C  4.18  -0.25  -1.32
C  2.91  -0.47  -0.76
C  1.88  0.42  -0.96
C  2.11  1.59  -1.73
H  0.57  4.41  -2.88
H  2.79  4.76  -3.89
H  4.59  3.12  -3.53
H  5.39  1.03  -2.51
H  4.97  -0.96  -1.14
H  2.74  -1.37  -0.17
O  -1.21  -2.06  3.33
C  -0.95  -1.61  2.22
O  -0.35  -0.52  1.98
C  -1.40  -2.43  0.99
C  -2.09  -3.64  1.16
C  -2.50  -4.34  0.06
C  -2.22  -3.83  -1.23
C  -2.60  -4.49  -2.41
C  -2.29  -3.95  -3.63
C  -1.58  -2.74  -3.72
C  -1.20  -2.07  -2.59
C  -1.51  -2.60  -1.32
N  -1.13  -1.93  -0.21
H  -2.27  -3.98  2.17
H  -3.04  -5.27  0.15
H  -3.13  -5.43  -2.35
H  -2.58  -4.46  -4.54
H  -1.35  -2.34  -4.69
H  -0.64  -1.14  -2.64

Properties
- Kohn-Sham gap (spin up / spin down): 7.7 / 7.1 eV
- Calculated total energy: -1400.12927 Ha
- Energy relative to the best compared isomer or geometry (same formula, charge and spin): 0.2393 eV
- Highest occupied orbital energy (spin up / spin down): -8.18 / -8.55 eV
- Largest force on an atom: 1.34 eV/A
- Multiplicity: 3



No. 2
A molecular structure, C35H32AsCl3F8N6O2PbS. Source: the OMol25 dataset; level of theory: wB97M-V/def2-TZVPD.

Geometry (Å):
Pb  0.15  0.94  -0.02
F  -5.13  1.46  1.62
C  -4.22  1.80  0.71
C  -2.96  1.22  0.77
C  -2.06  1.58  -0.20
C  -2.33  2.48  -1.23
C  -3.60  3.05  -1.20
F  -3.95  3.97  -2.11
C  -4.55  2.73  -0.25
C  -1.29  2.85  -2.23
C  -1.54  3.54  -3.41
C  -0.49  3.86  -4.25
C  0.81  3.51  -3.89
C  0.98  2.80  -2.72
N  -0.04  2.46  -1.92
H  -2.72  0.54  1.58
H  -5.53  3.19  -0.27
H  -2.54  3.82  -3.68
H  -0.67  4.39  -5.17
H  1.66  3.76  -4.51
H  1.97  2.52  -2.37
C  1.14  -1.27  -5.35
C  1.60  -0.41  -4.37
C  1.17  -0.56  -3.06
C  0.27  -1.56  -2.73
C  -0.19  -2.44  -3.71
C  0.24  -2.29  -5.02
N  -0.19  -1.60  -1.37
N  -0.91  -2.56  -1.13
C  -1.58  -2.73  0.10
C  -2.88  -3.22  -0.07
C  -3.72  -3.40  1.01
C  -3.26  -3.13  2.29
C  -1.94  -2.73  2.48
C  -1.09  -2.55  1.39
H  1.47  -1.16  -6.37
H  2.29  0.38  -4.62
H  1.56  0.09  -2.28
H  -0.89  -3.21  -3.45
H  -0.12  -2.96  -5.78
H  -3.22  -3.42  -1.08
H  -4.73  -3.74  0.86
H  -3.91  -3.22  3.15
H  -1.58  -2.52  3.47
Cl  3.90  -3.41  -3.43
C  4.05  -2.05  -2.38
C  4.90  -1.01  -2.69
C  4.96  0.06  -1.81
C  4.19  0.04  -0.66
N  3.37  -0.97  -0.37
C  3.30  -2.00  -1.22
H  5.51  -1.04  -3.59
H  5.61  0.90  -2.01
H  4.21  0.86  0.04
H  2.63  -2.81  -0.97
F  -0.65  0.31  2.38
As  -0.62  0.88  4.13
F  0.03  -0.69  4.55
F  -2.21  0.19  4.25
F  -0.61  1.38  5.76
F  -1.28  2.36  3.57
F  1.00  1.40  3.85
Cl  2.03  5.01  2.56
C  2.81  3.78  1.59
Cl  3.87  2.74  2.57
C  1.81  2.83  0.93
O  0.70  2.63  1.45
O  2.20  2.25  -0.13
H  3.43  4.25  0.84
C  0.20  -5.02  3.98
C  0.36  -5.18  2.47
N  1.56  -4.48  1.98
C  1.72  -3.18  1.76
S  0.53  -1.90  1.69
N  2.93  -2.67  1.61
C  4.20  -3.33  1.92
C  4.52  -3.31  3.41
H  -0.74  -5.47  4.30
H  0.19  -3.96  4.26
H  1.01  -5.51  4.51
H  -0.50  -4.81  1.94
H  0.49  -6.22  2.21
H  2.42  -4.99  2.12
H  2.97  -1.70  1.30
H  4.96  -2.78  1.36
H  4.20  -4.35  1.53
H  4.49  -2.29  3.79
H  5.51  -3.72  3.58
H  3.80  -3.90  3.98

Properties
- Kohn-Sham gap (spin up / spin down): 7.7 / 6.2 eV
- Calculated total energy: -6838.15164 Ha
- Charge: +1
- Highest occupied orbital energy (spin up / spin down): -11.32 / -11.49 eV
- Largest force on an atom: 0.98 eV/A
- Multiplicity: 2



No. 3
A single C26H30Cl2N2O4S molecule at a distorted geometry. Source: the OMol25 dataset; level of theory: wB97M-V/def2-TZVPD.

Geometry (Å):
C  -5.62  -2.88  -1.17
C  -4.26  -2.48  -0.61
C  -3.56  -1.46  -1.51
C  -2.16  -1.05  -1.00
N  -2.05  0.23  -0.33
C  -2.80  0.36  0.91
C  -2.28  -0.53  2.04
C  -0.85  -0.17  2.46
N  0.09  -0.31  1.37
C  0.60  -1.51  1.02
O  0.44  -2.53  1.66
C  1.45  -1.47  -0.18
C  2.04  -2.49  -0.87
C  2.86  -1.89  -1.86
C  2.71  -0.54  -1.70
C  3.44  0.61  -2.27
S  4.36  1.45  -0.88
O  5.72  1.67  -1.27
O  3.60  2.61  -0.52
C  4.33  0.23  0.48
C  3.58  0.38  1.64
Cl  2.65  1.78  1.93
C  3.57  -0.63  2.60
C  4.29  -1.78  2.40
C  5.05  -1.95  1.25
C  5.06  -0.94  0.30
Cl  5.97  -1.17  -1.14
O  1.85  -0.28  -0.69
C  -2.28  1.38  -1.20
C  -1.54  2.58  -0.68
C  -2.21  3.68  -0.16
C  -1.51  4.76  0.33
C  -0.12  4.76  0.32
C  0.56  3.67  -0.21
C  -0.15  2.59  -0.70
H  -6.10  -3.61  -0.52
H  -6.27  -2.01  -1.24
H  -5.51  -3.31  -2.16
H  -3.63  -3.37  -0.53
H  -4.39  -2.07  0.39
H  -4.19  -0.57  -1.60
H  -3.47  -1.89  -2.51
H  -1.78  -1.82  -0.32
H  -1.47  -1.01  -1.85
H  -2.70  1.40  1.23
H  -3.87  0.16  0.76
H  -2.30  -1.58  1.74
H  -2.93  -0.41  2.90
H  -0.53  -0.85  3.25
H  -0.80  0.86  2.81
H  0.08  0.43  0.68
H  1.91  -3.54  -0.69
H  3.47  -2.38  -2.58
H  4.16  0.31  -3.02
H  2.78  1.39  -2.64
H  2.97  -0.50  3.48
H  4.27  -2.57  3.14
H  5.62  -2.84  1.08
H  -3.35  1.62  -1.31
H  -1.90  1.12  -2.20
H  -3.29  3.69  -0.15
H  -2.04  5.61  0.74
H  0.42  5.60  0.70
H  1.64  3.66  -0.23
H  0.38  1.74  -1.11

Properties
- Kohn-Sham gap: 8.6 eV
- Calculated total energy: -2737.77767 Ha
- Energy relative to the best compared isomer or geometry (same formula, charge and spin): 0.0000 eV
- Highest occupied orbital energy: -8.33 eV
- Largest force on an atom: 1.14 eV/A



No. 4
A gas-phase ion, C3H5N2S (charge +1) at a distorted geometry. Source: the OMol25 dataset; level of theory: wB97M-V/def2-TZVPD.

Geometry (Å):
C  0.06  -0.43  -1.67
C  0.63  0.47  0.92
C  -0.73  -0.07  0.60
N  1.41  0.85  -0.02
N  -0.80  -0.62  -0.81
S  1.14  0.76  2.54
H  0.28  -0.72  -2.59
H  -1.09  -0.97  1.22
H  -1.58  0.66  0.68
H  2.31  1.14  0.02
H  -1.64  -1.07  -0.87

Properties
- Kohn-Sham gap (spin up / spin down): 8.3 / 7.0 eV
- Calculated total energy: -624.56156 Ha
- Energy relative to the best compared isomer or geometry (same formula, charge and spin): 5.0790 eV
- Charge: +1
- Highest occupied orbital energy (spin up / spin down): -14.06 / -13.65 eV
- Largest force on an atom: 5.90 eV/A